[1]
{
  "formula": "C4H12N2OS",
  "method": "ωB97M-V with the def2-TZVPD basis set",
  "e_tot_ha": -742.518702,
  "de_lowest_kcal_mol": 26.6,
  "smiles": "NC[C@@H](CS)NCO",
  "orbital_gap_ev": 9.60,
  "charge": 0,
  "species": ["C", "N", "C", "C", "S", "N", "C", "O", "H", "H", "H", "H", "H", "H", "H", "H", "H", "H", "H", "H"],
  "positions_angstrom": [[-0.696, 1.017, -0.219], [-0.753, 1.990, 0.863], [-0.068, -0.277, 0.281], [-1.010, -1.109, 1.165], [-1.085, -0.614, 2.922], [0.417, -1.144, -0.793], [1.633, -0.776, -1.436], [1.483, 0.275, -2.387], [-1.703, 0.839, -0.602], [-0.033, 1.359, -1.022], [0.088, 2.561, 0.956], [-1.583, 2.554, 0.866], [0.774, 0.052, 0.905], [-2.045, -1.075, 0.809], [-0.608, -2.120, 1.220], [-0.626, 0.611, 2.741], [0.500, -2.104, -0.499], [2.074, -1.625, -1.970], [2.415, -0.388, -0.774], [0.825, -0.027, -3.025]]
}

[2]
{
  "formula": "C4H12N2OS",
  "method": "ωB97M-V with the def2-TZVPD basis set",
  "e_tot_ha": -742.272833,
  "de_lowest_kcal_mol": 180.9,
  "smiles": "C=[S@](=O)(NC)N(C)C",
  "orbital_gap_ev": 8.94,
  "charge": 0,
  "species": ["C", "C", "C", "C", "N", "N", "O", "S", "H", "H", "H", "H", "H", "H", "H", "H", "H", "H", "H", "H"],
  "positions_angstrom": [[-1.177, 1.213, 1.544], [0.119, -2.389, 0.612], [0.253, 0.263, -1.953], [1.208, 1.579, 0.021], [0.152, -1.000, 0.999], [0.092, 1.015, -0.751], [-1.964, -0.734, -0.870], [-0.836, 0.140, 0.312], [-2.062, 1.048, 2.130], [-1.355, 2.193, 1.194], [0.965, -2.795, 0.946], [-0.944, -2.789, 0.894], [0.059, -2.155, -0.461], [1.243, -0.034, -2.329], [-0.261, -0.678, -2.053], [-0.208, 0.950, -2.686], [1.581, 2.471, -0.627], [0.743, 1.754, 0.917], [2.177, 0.897, 0.141], [0.215, -0.951, 2.019]]
}

[3]
{
  "formula": "C4H12N2OSi",
  "method": "ωB97M-V with the def2-TZVPD basis set",
  "e_tot_ha": -633.710550,
  "de_lowest_kcal_mol": 130.7,
  "orbital_gap_ev": 9.41,
  "charge": 0,
  "species": ["C", "C", "C", "C", "N", "N", "O", "Si", "H", "H", "H", "H", "H", "H", "H", "H", "H", "H", "H", "H"],
  "positions_angstrom": [[-2.373, 0.822, -0.140], [-0.213, -0.398, 1.923], [-0.498, -1.567, -0.939], [0.492, 1.202, -0.704], [2.567, -0.643, -0.152], [2.285, 0.600, -0.261], [3.766, -0.797, 0.094], [-0.703, -0.055, 0.132], [-3.047, 0.791, 0.699], [-2.102, 1.838, -0.515], [-3.040, 0.288, -0.947], [-0.090, 0.577, 2.393], [-0.974, -0.898, 2.392], [0.803, -0.951, 1.944], [0.178, -2.379, -0.724], [-1.305, -2.124, -1.273], [-0.081, -1.116, -1.913], [0.543, 1.447, -1.747], [0.661, 2.050, -0.091], [3.131, 1.313, -0.173]]
}

[4]
{
  "formula": "C4H12N2P",
  "method": "ωB97M-V with the def2-TZVPD basis set",
  "e_tot_ha": -610.139889,
  "de_lowest_kcal_mol": 43.6,
  "orbital_gap_ev": 8.45,
  "charge": 1,
  "species": ["C", "C", "C", "C", "N", "N", "P", "H", "H", "H", "H", "H", "H", "H", "H", "H", "H", "H", "H"],
  "positions_angstrom": [[-2.093, -2.035, -1.959], [0.583, 1.269, 0.605], [0.732, 2.709, 0.663], [0.733, 0.356, 1.754], [0.309, -1.741, -0.598], [0.312, 0.848, -0.624], [-0.886, -2.662, -1.030], [-2.901, -2.735, -2.077], [-1.861, -1.073, -2.531], [-0.192, 3.212, 1.021], [0.948, 3.379, -0.181], [1.485, 2.926, 1.394], [0.051, -0.462, 1.695], [0.605, 0.737, 2.748], [1.749, -0.116, 1.857], [1.055, -2.325, -0.210], [0.282, 1.469, -1.374], [0.226, -0.103, -0.925], [-1.138, -3.653, -0.228]]
}

[5]
{
  "formula": "C4H12N2P2",
  "method": "ωB97M-V with the def2-TZVPD basis set",
  "e_tot_ha": -951.699877,
  "de_lowest_kcal_mol": 31.4,
  "orbital_gap_ev": [6.42, 6.42],
  "charge": 0,
  "species": ["C", "C", "C", "C", "N", "N", "P", "P", "H", "H", "H", "H", "H", "H", "H", "H", "H", "H", "H", "H"],
  "positions_angstrom": [[2.142, -2.023, -0.666], [-1.413, 1.167, -1.009], [-2.750, -1.310, -0.151], [1.345, 1.169, 1.587], [1.862, -0.973, 0.332], [-0.532, 0.301, -0.387], [-0.831, -1.323, -0.152], [1.493, 0.454, -0.177], [1.509, -2.027, -1.587], [3.161, -1.919, -0.980], [2.088, -2.973, -0.229], [-0.985, 1.556, -1.939], [-2.506, 0.840, -1.164], [-1.710, 2.004, -0.356], [-2.939, -0.359, 0.425], [-3.058, -2.294, 0.179], [-2.885, -1.129, -1.271], [2.400, 1.317, 1.862], [0.924, 0.474, 2.239], [0.718, 2.156, 1.573]]
}

[6]
{
  "formula": "C4H12N2S",
  "method": "ωB97M-V with the def2-TZVPD basis set",
  "e_tot_ha": -667.208255,
  "de_lowest_kcal_mol": 29.6,
  "multiplicity": 2,
  "orbital_gap_ev": [2.72, 7.85],
  "charge": -1,
  "species": ["C", "C", "N", "N", "H", "H", "H", "H", "H", "H", "H", "C", "C", "S", "H", "H", "H", "H", "H"],
  "positions_angstrom": [[1.382, -0.483, -1.133], [0.923, -0.152, -2.341], [0.514, -1.096, -3.325], [1.674, 0.501, -0.146], [1.487, -1.515, -0.846], [0.916, 0.871, -2.686], [-0.458, -0.916, -3.559], [0.531, -2.036, -2.968], [2.473, 0.246, 0.460], [0.696, 0.608, 0.801], [1.824, 1.433, -0.548], [-2.132, -0.758, 0.915], [-1.353, -0.321, 2.151], [-0.354, 1.182, 1.877], [-1.489, -1.013, 0.072], [-2.674, 0.141, 0.596], [-2.884, -1.537, 1.064], [-0.688, -1.088, 2.548], [-2.067, -0.074, 2.940]]
}